{"formula": "C3H9O2", "method": "the ωB97M-V functional and the def2-TZVPD basis", "largest_force_ha_per_bohr": 0.07292, "multiplicity": 2, "charge": 0, "orbital_gap_ha": [0.366, 0.235], "e_lumo_ev": [0.80, -2.70], "symbols": ["C", "O", "H", "H", "H", "C", "O", "C", "H", "H", "H", "H", "H", "H"], "coordinates": [[-1.19934, 2.66166, 0.02175], [-0.15866, 1.94227, -0.55147], [-1.95296, 2.76499, -0.85601], [-0.84417, 3.63119, 0.62766], [-1.75711, 2.21542, 0.90444], [0.78480, -1.20693, 0.49178], [-0.24351, -0.33209, 0.65220], [0.63303, -2.35848, -0.60358], [1.05130, -1.83232, 1.58106], [1.50149, -0.66768, -0.01623], [-0.04096, 0.62745, 0.24223], [0.63455, -3.32167, -0.00149], [1.66293, -2.21478, -1.12957], [-0.07138, -1.90903, -1.36277]], "lowdin_spin": [0.09, 0.79, 0.01, 0.07, 0.02, 0.00, 0.02, 0.00, 0.00, 0.00, 0.00, 0.00, 0.00, 0.00]}

{"formula": "C3H9O2P", "method": "the ωB97M-V functional and the def2-TZVPD basis", "largest_force_ha_per_bohr": 0.06411, "charge": 0, "orbital_gap_ha": [0.304, 0.297], "e_lumo_ev": [0.52, 0.64], "symbols": ["C", "C", "C", "O", "O", "P", "H", "H", "H", "H", "H", "H", "H", "H", "H"], "coordinates": [[2.00240, -0.61372, 0.12307], [1.14821, 0.62438, 0.03769], [-1.24167, -0.15190, 0.06173], [-1.87296, -0.12795, 1.31181], [-1.10961, -1.36989, -0.51263], [-2.06550, 1.09649, -0.94158], [2.72571, -0.42699, 0.90374], [2.47566, -0.73941, -0.92092], [1.40740, -1.45944, 0.27470], [0.85300, 0.92361, -0.95192], [1.46305, 1.34041, 0.76789], [-2.52625, -0.85930, 1.40961], [-0.42129, -1.78242, -0.01696], [-1.88262, 2.04905, 0.11963], [-0.95552, 1.49707, -1.66586]], "lowdin_charge": [-0.16, -0.06, -0.76, -0.09, -0.02, 0.87, 0.06, 0.11, 0.02, 0.01, 0.04, 0.12, 0.06, -0.06, -0.13]}

{"formula": "C3H9O2S", "method": "the ωB97M-V functional and the def2-TZVPD basis", "largest_force_ha_per_bohr": 0.09731, "charge": 1, "orbital_gap_ha": 0.467, "e_lumo_ev": -3.82, "symbols": ["C", "C", "C", "O", "O", "S", "H", "H", "H", "H", "H", "H", "H", "H", "H"], "coordinates": [[1.84744, 0.32769, 0.96388], [-1.19584, 0.91868, -1.39635], [-0.63360, -1.57203, 0.03581], [-0.74096, 0.76786, 1.47051], [1.04539, 0.50102, -0.24090], [-0.44754, 0.21009, 0.09323], [2.15788, -0.65759, 1.06664], [1.32581, 0.71030, 1.95180], [2.60188, 1.12298, 0.77798], [-1.91636, 0.17417, -1.67031], [-0.55121, 1.45366, -2.08137], [-1.70899, 1.86235, -1.06231], [-0.18840, -1.87047, -0.86655], [-1.68022, -1.91139, 0.22527], [0.08473, -2.03733, 0.73268]], "lowdin_charge": [-0.05, -0.07, -0.09, -0.29, -0.30, 0.90, 0.07, 0.14, 0.13, 0.07, 0.09, 0.11, 0.07, 0.12, 0.10]}

Across the entries above, ΔE to the lowest compared entry with this formula, charge and spin takes the values 64.5 108.9 39.6 kcal/mol, respectively.